{
  "formula": "C22H25ClCuIN5O3",
  "method": "ωB97M-V/def2-TZVPD",
  "elements": ["Cu", "N", "C", "C", "C", "C", "N", "C", "N", "N", "C", "O", "O", "H", "H", "H", "H", "H", "H", "H", "H", "H", "H", "H", "H", "H", "H", "Cl", "C", "C", "C", "I", "C", "O", "C", "N", "C", "C", "C", "C", "H", "H", "H", "H", "C", "C", "C", "C", "C", "C", "C", "H", "H", "H", "H", "H", "H", "H"],
  "coordinates": [[0.9028, 0.4757, -1.0529], [1.1245, 0.4335, 2.0357], [0.6652, -0.9138, 2.3379], [-0.2406, -1.0316, 3.5770], [-1.3158, 0.0506, 3.7278], [-2.3029, 0.1565, 2.5554], [-2.6524, -1.1382, 1.9835], [-3.2001, -2.1258, 2.6561], [-4.0556, -1.9023, 3.6869], [-2.9291, -3.3742, 2.2537], [0.0254, -1.6016, 1.0944], [-0.7730, -2.5670, 1.3507], [0.2710, -1.1667, -0.0286], [1.1313, 1.0291, 2.8527], [0.5856, 0.8675, 1.2884], [1.5555, -1.5253, 2.5453], [0.3773, -0.9936, 4.4801], [-0.6977, -2.0212, 3.5469], [-0.8474, 1.0302, 3.8422], [-1.8651, -0.1579, 4.6510], [-1.8762, 0.7308, 1.7333], [-3.2052, 0.6791, 2.8867], [-1.9240, -1.5185, 1.3606], [-4.4580, -0.9779, 3.7059], [-4.7208, -2.6392, 3.8543], [-2.0106, -3.4304, 1.7815], [-3.1290, -4.1189, 2.9007], [6.9404, 0.2139, -4.3321], [5.2367, 0.2953, -3.9327], [4.3173, 0.4221, -4.9489], [2.9613, 0.4660, -4.6628], [1.5652, 0.6675, -6.2262], [2.4313, 0.3727, -3.3566], [1.2031, 0.3637, -3.0822], [3.4363, 0.2955, -2.3034], [2.9529, 0.3075, -1.0392], [3.7942, 0.2249, -0.0271], [5.1790, 0.1367, -0.2124], [5.7011, 0.1559, -1.4791], [4.8289, 0.2435, -2.5853], [4.6569, 0.4812, -5.9741], [3.3548, 0.2462, 0.9626], [5.8317, 0.0711, 0.6496], [6.7687, 0.1106, -1.6462], [-0.4172, 1.9968, -0.6372], [-1.6896, 1.7282, -1.2977], [-2.0825, 2.3912, -2.4755], [-3.3095, 2.1515, -3.0690], [-4.2040, 1.2398, -2.5171], [-3.8249, 0.5442, -1.3744], [-2.5995, 0.7848, -0.7804], [-0.5492, 2.0476, 0.4536], [0.0338, 2.9300, -0.9821], [-1.3959, 3.0974, -2.9283], [-3.5892, 2.6925, -3.9670], [-5.1690, 1.0634, -2.9783], [-4.4952, -0.1945, -0.9443], [-2.3029, 0.2036, 0.0864]],
  "atomic_forces_ev_per_a": [[-0.3, 0.9, 0.2], [-0.1, -0.1, 0.1], [0.1, -0.1, 0.0], [0.1, 0.2, 0.1], [0.0, -0.2, -0.1], [-0.1, 0.2, 0.4], [-0.6, 0.4, 0.6], [-0.1, 0.0, -0.5], [-0.1, 0.1, 0.0], [-0.4, -0.3, 0.6], [0.7, 0.5, -0.2], [1.5, -0.5, -0.6], [-0.3, -0.9, 0.6], [0.0, 0.0, 0.0], [0.2, 0.0, -0.1], [-0.1, -0.1, 0.0], [0.0, 0.0, 0.0], [0.0, 0.0, 0.1], [-0.1, 0.0, 0.1], [0.0, 0.1, 0.0], [-0.1, 0.1, 0.2], [0.0, 0.1, -0.2], [-0.3, -0.1, -0.1], [0.0, 0.0, 0.1], [0.0, 0.0, 0.1], [-0.1, 0.0, -0.1], [-0.2, 0.0, 0.0], [0.1, 0.0, 0.0], [0.0, 0.0, -0.2], [0.2, 0.0, 0.2], [-0.4, 0.1, -0.3], [0.2, 0.0, 0.2], [-0.4, 0.0, -0.3], [0.4, -0.2, -0.6], [0.4, 0.1, 0.0], [0.4, -0.1, 0.0], [-0.2, 0.0, -0.1], [0.2, 0.0, -0.1], [-0.1, 0.0, 0.1], [-0.2, 0.0, 0.1], [0.0, 0.0, 0.0], [-0.1, 0.0, 0.0], [0.0, 0.0, 0.0], [0.0, 0.0, 0.0], [0.0, 0.0, 0.2], [0.1, 0.1, 0.2], [-0.1, -0.1, -0.1], [0.0, 0.0, 0.1], [-0.1, -0.1, -0.1], [0.0, 0.1, 0.1], [0.0, -0.1, -0.1], [-0.1, 0.2, -0.1], [0.0, 0.0, 0.1], [0.0, 0.0, 0.0], [0.1, 0.0, 0.0], [0.0, 0.0, 0.0], [0.0, 0.0, 0.0], [-0.1, 0.1, -0.4]],
  "relative_energy_kj_mol": 61.08,
  "e_homo_ev": -2.5,
  "max_force_ev_per_a": 1.701,
  "e_lumo_ev": 1.72,
  "charge": -1
}